45
Properties=species:S:1:pos:R:3:forces:R:3 method="wB97M-V/def2-TZVPD" smiles=CCO.CCO.CCO.CCO.CCO energy_ev=-21090.827 molar_mass_g_mol=230.35 lumo_energy_ha=0.0189 largest_force_ha_per_bohr=0.057 de_lowest_kj_mol=228.26
C -4.9634 -2.0421 -3.0090 -0.03 -0.89 1.12
C -4.0908 -3.1449 -3.5787 -0.47 -0.65 -0.17
O -3.8443 -2.7840 -4.8858 0.20 0.47 -2.69
H -5.2576 -2.3552 -2.0072 0.34 0.50 0.46
H -5.9342 -2.0382 -3.5047 0.27 0.08 -0.57
H -4.5164 -1.0486 -3.0429 0.03 -0.18 0.13
H -4.6496 -4.0805 -3.5995 -0.39 -0.14 0.42
H -3.1012 -3.4407 -3.2306 -0.10 0.65 1.51
H -3.8184 -3.5831 -5.4173 0.15 0.16 -0.22
C 8.7991 -1.7152 8.3903 1.42 -0.47 1.41
C 7.5519 -2.5631 8.2768 -0.08 1.60 -2.44
O 6.5362 -1.5937 7.9560 -1.03 0.04 0.74
H 8.9503 -0.8761 7.7112 -0.68 -0.39 -0.43
H 9.7019 -2.3234 8.3340 0.10 -0.22 -0.11
H 8.8740 -1.2664 9.3807 -0.25 0.07 0.18
H 7.3189 -3.2098 9.1228 -0.01 0.26 0.07
H 7.5737 -3.1173 7.3385 0.63 -0.90 0.39
H 6.1167 -1.8578 7.1339 -0.10 0.02 0.19
C 2.6838 1.7518 0.9083 -0.79 1.24 -1.82
C 2.2457 1.5562 -0.5803 0.56 -1.49 0.72
O 1.0936 0.6876 -0.5635 0.43 0.45 -0.01
H 2.8043 0.8598 1.5230 -0.34 -0.03 -0.40
H 1.8685 2.4101 1.2081 0.19 -0.17 1.11
H 3.6089 2.3282 0.9239 0.02 0.01 0.08
H 3.0578 1.0980 -1.1448 0.08 -0.32 -0.12
H 2.0189 2.4735 -1.1238 -0.08 0.38 0.51
H 0.7471 0.6467 -1.4579 -0.07 -0.07 -0.06
C -0.5867 2.4811 -8.0487 -0.60 0.04 0.47
C -0.8536 1.4562 -9.1228 0.12 0.36 -0.84
O -0.4915 0.1773 -8.6903 0.48 -0.89 0.37
H 0.4699 2.5288 -7.7853 -0.05 -0.14 -0.03
H -1.1655 2.1336 -7.1929 0.20 0.16 0.43
H -0.9421 3.4929 -8.2436 0.01 -0.04 -0.38
H -0.2569 1.6620 -10.0115 -0.03 -0.01 -0.09
H -1.8945 1.3642 -9.4326 -0.23 0.76 -0.06
H -1.1722 -0.0956 -8.0709 0.09 -0.25 0.15
C -4.7822 2.2807 3.2793 0.09 -0.68 -0.31
C -4.7942 1.1982 4.3845 1.04 2.61 -0.01
O -6.1088 0.8715 4.7430 -0.02 -0.72 -0.03
H -5.1437 3.2869 3.4916 -0.68 -0.35 0.81
H -5.3774 1.8828 2.4574 0.34 0.25 -0.42
H -3.7576 2.5382 3.0110 0.19 -0.65 -0.44
H -4.2691 1.7042 5.1946 -0.11 -0.23 0.72
H -4.1467 0.3509 4.1588 -0.36 -0.20 -0.49
H -6.1027 -0.0856 4.8168 -0.48 -0.03 0.17

***

81
Properties=species:S:1:pos:R:3:forces:R:3 method="wB97M-V/def2-TZVPD" energy_ev=-147311.857 molar_mass_g_mol=828.97 lumo_energy_ha=0.0122 largest_force_ha_per_bohr=0.026 de_lowest_kj_mol=0.00
Ca -0.3621 0.1846 1.1608 -0.01 0.15 -0.22
C -2.5290 3.8159 2.3542 0.75 -0.06 0.24
P -0.8689 3.0973 1.9890 0.20 -0.02 -0.28
C 0.0360 4.3822 1.0005 -0.90 0.49 0.31
C -0.0408 3.3191 3.6261 -0.25 0.10 0.30
C 1.4336 2.9169 3.6145 -0.16 -0.46 -0.11
P 1.6191 1.0972 3.2434 0.33 0.65 -0.34
C 3.4415 0.9970 3.0598 -0.01 -0.06 0.72
C 1.3088 0.3938 4.8823 0.55 -0.32 0.63
H -2.4275 4.6018 3.1066 -0.17 0.03 -0.10
H -3.1574 3.0164 2.7333 -0.14 -0.04 0.11
H -2.9706 4.2110 1.4525 -0.16 0.14 -0.28
H 0.1332 5.3479 1.5435 0.15 -0.64 -0.15
H -0.5484 4.6100 0.1005 0.11 -0.22 0.06
H 0.9868 3.9709 0.6748 0.12 0.08 0.05
H -0.5994 2.7734 4.4159 0.20 0.25 -0.48
H -0.1122 4.3925 3.8317 -0.08 -0.05 0.24
H 1.8854 3.0916 4.6054 -0.01 0.13 -0.40
H 1.9526 3.5040 2.8416 0.08 -0.26 0.31
H 3.9512 1.4106 3.9423 -0.14 -0.01 -0.19
H 3.7666 1.5269 2.1734 -0.06 0.08 -0.22
H 3.7424 -0.0427 2.9708 0.02 -0.16 -0.11
H 1.9151 0.8667 5.6826 -0.35 -0.17 -0.42
H 1.5650 -0.6686 4.8477 0.09 0.01 0.02
H 0.2527 0.4125 5.1264 -0.18 0.22 0.00
C 0.6867 -3.3909 -3.1378 -0.25 0.44 0.90
C 0.9524 -3.9745 -1.7376 0.40 0.43 -0.53
C 2.4146 -3.7397 -1.3305 -0.79 -0.92 0.06
Sb -0.3741 -3.0354 -0.3402 0.03 0.02 0.73
C -2.2604 -3.5063 -1.3211 0.44 0.29 0.18
C -2.5327 -2.3308 -2.2396 -0.16 0.57 0.81
C -3.3895 -3.7196 -0.3530 -0.43 -0.69 -0.10
C -0.0497 -4.3354 1.4332 0.19 0.86 -0.14
C -1.2262 -4.2422 2.3876 0.03 -0.03 -0.31
C 1.1809 -3.7794 2.1605 -0.36 0.45 -0.22
H 1.3437 -3.8329 -3.8601 0.49 -0.21 -0.47
H 0.8456 -2.2953 -3.1371 -0.05 -0.46 -0.11
H -0.3316 -3.5967 -3.4453 -0.17 0.00 -0.20
H 0.7680 -5.0515 -1.7595 -0.18 0.03 0.14
H 2.6536 -2.6912 -1.3114 0.20 0.47 0.07
H 3.0428 -4.2516 -2.0550 0.31 0.06 -0.07
H 2.5802 -4.1961 -0.3532 0.31 0.15 -0.06
H -2.0740 -4.3941 -1.9054 0.03 -0.43 -0.22
H -2.7134 -1.4235 -1.6280 0.16 -0.29 -0.37
H -3.4098 -2.4769 -2.8428 -0.62 -0.23 -0.26
H -1.7221 -2.1598 -2.9172 0.51 0.36 -0.37
H -3.5255 -2.8772 0.3110 -0.14 0.31 0.16
H -3.2245 -4.6031 0.2475 0.11 -0.21 0.30
H -4.3258 -3.9347 -0.8856 0.04 0.34 -0.02
H 0.1687 -5.3473 1.1157 -0.18 -0.30 -0.14
H -1.4237 -3.2056 2.6523 -0.17 0.21 -0.10
H -1.0257 -4.7359 3.3206 0.32 -0.39 0.57
H -2.1186 -4.6944 1.9948 -0.46 -0.02 -0.18
H 0.9869 -2.7579 2.5133 -0.07 -0.02 -0.01
H 2.0660 -3.7185 1.5417 0.26 -0.14 -0.05
H 1.3820 -4.3690 3.0463 0.19 -0.25 0.22
Cl -2.8190 -1.5433 5.3176 0.27 -0.09 0.12
C -3.5477 -1.0064 3.8010 0.46 -0.20 -0.07
Cl -4.5966 0.3458 4.1566 -0.26 0.74 -0.08
Cl -4.5171 -2.3172 3.1680 -0.12 -0.35 -0.41
C -2.4387 -0.5414 2.7765 -0.44 0.02 -0.72
O -1.3444 -0.1885 3.2624 0.07 -0.08 0.11
O -2.7192 -0.5211 1.5465 0.28 -0.08 0.93
S 2.3475 0.1895 -5.8137 0.03 -0.12 -0.07
C 2.1497 0.8528 -4.3180 0.51 -0.20 0.22
S 2.7417 0.1340 -2.8264 -0.53 0.08 -0.04
C 1.8734 1.3619 -1.8935 0.54 -0.77 0.02
N 1.3454 2.2532 -2.6293 -0.49 0.73 -0.23
N 1.5533 2.0089 -3.9660 -0.04 0.10 0.13
C 1.1703 3.0593 -4.8355 0.45 -0.22 -0.89
C 1.9957 3.4061 -5.9079 -0.25 0.45 0.54
C 1.6256 4.4758 -6.7142 0.61 -0.48 -0.40
C 0.4568 5.1662 -6.4607 -0.02 -0.39 0.00
C -0.3573 4.7898 -5.4021 -0.22 0.90 -0.25
C -0.0053 3.7381 -4.6005 -0.56 -0.40 1.17
S 1.8345 1.3351 -0.1798 -0.01 -0.26 0.60
H 2.9458 2.9188 -6.0506 -0.05 -0.21 -0.08
H 2.2800 4.7185 -7.5658 -0.45 0.08 0.49
H 0.1757 5.9576 -7.1131 -0.23 0.62 -0.30
H -1.2428 5.3765 -5.1632 0.08 -0.22 -0.17
H -0.6259 3.4686 -3.7318 0.40 0.08 -0.54